Entry from the OMol25 dataset: C18H16MnO10 as an isolated structure at a distorted geometry (ωB97M-V with the def2-TZVPD basis set).

Cartesian coordinates (Å):
Mn 0.02464 -0.08066 -0.22179
O 5.97496 -0.07500 1.88561
O 1.37807 -1.53655 -0.60067
O -5.70135 2.69863 -0.52813
O -6.13502 0.15849 -1.79853
O 0.35725 1.09703 -2.08607
O -0.55426 -1.03436 1.73068
O 5.46479 -2.81901 1.18929
O 1.60184 0.84304 0.64994
O -1.34279 1.42638 0.43459
O -1.71402 -0.98492 -0.80086
C 3.50633 -2.30692 0.23286
C 2.60871 0.07173 0.61833
C 4.88784 -0.47111 1.28188
C -2.70078 -0.25394 -0.75529
C -4.80096 1.76479 -0.50175
C 0.69671 2.21904 -2.56096
C -0.70996 -2.09040 2.37444
C 2.44675 -1.37536 0.01323
C 4.65344 -1.90128 0.84878
C -3.59823 2.12140 -0.03214
C -5.01144 0.41368 -1.20634
C -4.05798 -0.49232 -1.37538
C -2.48518 1.17461 -0.00745
C -0.14068 -3.42932 1.98691
C -1.47306 -2.05811 3.67857
C 1.80185 3.05911 -1.88042
C 3.90778 0.47835 1.22541
C 0.06593 2.74047 -3.84720
H -0.05131 3.82383 -3.87363
H 2.72818 2.94218 -2.44286
H -3.44805 3.03506 0.52381
H 4.16484 1.49438 1.48619
H 1.50095 4.10506 -1.82075
H -1.25601 -1.11271 4.17576
H 0.63609 -3.66658 2.71385
H 0.43065 -3.32257 1.06480
H 3.28819 -3.32594 -0.05072
H -4.22437 -1.46081 -1.82343
H -1.18130 -2.94438 4.24205
H 1.92423 2.64754 -0.87855
H -2.53122 -2.23247 3.48362
H 0.86427 2.55067 -4.56465
H -0.85799 -4.22202 1.77429
H -0.93833 2.33128 -3.95733

M (g mol⁻¹): 447.3
Spin multiplicity: 7
⟨S²⟩: 12.029
Net charge: -3
E_LUMO (alpha / beta) (eV): 6.36 / 6.20
Max |F| (eV/A): 7.46